# 1
Here is C8H42F2O15PZr as an isolated structure in a non-equilibrium geometry from OMol25. Energies are from wB97M-V/def2-TZVPD.

**Lowest unoccupied orbital energy**: -14.5 eV
**HOMO-LUMO gap**: 1.01 eV

```
! RIJCOSX wB97M-V def2-TZVPD def2/J DEFGRID3
* xyz 3 1
Zr 1.4133 3.1206 3.1404
O -0.3752 -1.2323 3.6067
P 0.5784 0.0021 4.0387
O 0.4461 1.2102 3.0947
F 2.0343 -0.5221 3.5887
F 0.5268 0.2411 5.4626
C 3.5546 0.6294 -0.8837
C 3.9542 0.8176 -2.3946
O 2.8806 1.5558 -3.0259
H 2.7216 -0.1196 -0.7021
H 3.1814 1.6195 -0.5862
H 4.3589 0.4641 -0.2387
H 4.0982 -0.1013 -2.8485
H 4.9214 1.4376 -2.4436
H 3.1069 1.4902 -4.0166
C -1.1232 -2.2175 -6.0199
C 0.1354 -2.0631 -6.8997
O 1.3181 -2.0967 -6.0143
H -1.2242 -3.2246 -5.8206
H -1.9957 -1.9266 -6.6189
H -0.9978 -1.5323 -5.1960
H 0.0948 -0.9394 -7.1469
H 0.1799 -2.6679 -7.7953
H 2.0492 -2.5151 -6.5098
C 0.6951 3.3752 -1.2595
C 0.2764 2.8687 0.0743
O 1.1741 3.4263 1.0491
H 0.5633 2.5298 -1.9151
H 1.7563 3.7008 -1.1266
H 0.1842 4.2537 -1.7233
H 0.4083 1.7950 0.0084
H -0.7375 3.1577 0.3919
H 1.8730 3.8795 0.5547
C -1.0576 -4.2981 0.9779
C -1.4209 -4.9399 2.2891
O -2.7069 -5.8625 2.1311
H -0.3684 -3.5994 1.3881
H -1.9134 -3.6221 0.6723
H -0.5598 -4.9482 0.2769
H -1.6598 -4.1286 3.0404
H -0.6161 -5.6297 2.4831
H -2.5896 -6.7648 2.3390
O 1.9262 5.0776 3.1025
H 2.0814 5.3802 4.0333
H -3.0482 -0.4745 8.2261
O -0.7157 3.9068 3.3662
H -1.1932 4.7227 3.0498
H -1.5577 3.3635 3.4976
O -4.1581 -4.2554 -1.5237
H -4.8954 -4.8951 -1.7153
H -3.9909 -3.6988 -2.3029
O 3.1197 2.6517 2.8301
H 4.0149 2.2683 2.7263
H -0.5800 -1.8962 4.2209
O -4.3858 -7.8559 2.5873
H -3.1708 -5.7010 1.2987
H -5.2174 -7.3942 2.7636
O -3.2983 3.4593 2.4002
H -4.0509 2.9202 2.5750
H -3.0280 3.4330 1.4738
O 1.2696 2.9662 5.1147
H -4.4364 -8.7754 2.9387
H 1.0700 3.6764 5.7287
O -1.4720 3.0299 -5.4141
H -2.2634 2.6061 -5.7153
H -0.9023 3.0531 -6.1902
O 2.9672 5.1597 0.4565
H 3.6662 4.8649 -0.1242
H 3.1107 5.7838 1.1733
*
```

Atomic partial charges in e from the Löwdin method, atoms 1 to 8:
1 Zr 1.66
2 O -0.04
3 P 0.50
4 O -0.35
5 F -0.07
6 F 0.07
7 C -0.07
8 C -0.26

# 2
Here is C26H25BrCl2KN4O2S2 as an isolated structure in a non-equilibrium geometry from OMol25. Energies are from wB97M-V/def2-TZVPD.

**Lowest unoccupied orbital energy**: 2.2 eV
**HOMO-LUMO gap**: 6.34 eV
**Energy relative to the best compared isomer or geometry (same formula, charge and spin)**: 1.438 eV

```
! RIJCOSX wB97M-V def2-TZVPD def2/J DEFGRID3
* xyz -1 1
K -0.0562 -1.1411 0.1429
O 4.9831 2.2070 -0.6089
C 5.0035 1.1954 0.3061
C 6.0737 1.1427 1.1917
C 6.1239 0.1645 2.1665
C 5.1177 -0.7812 2.2583
C 4.0643 -0.7374 1.3644
C 3.9887 0.2437 0.3914
C 2.7626 0.2820 -0.5190
O 2.0089 -0.7961 -0.4767
N 2.0091 1.5012 -0.0316
N 0.8611 1.7880 -0.6005
C -0.0778 2.3384 0.0715
C -1.3131 2.7699 -0.5054
Br -1.6315 2.1162 -2.2563
C -2.1453 3.6098 0.1428
C -3.4470 4.1442 -0.2101
C -3.7991 5.4133 0.2693
C -5.0316 5.9647 -0.0176
C -5.9515 5.2557 -0.7742
C -5.6250 3.9915 -1.2345
C -4.3907 3.4370 -0.9567
H 4.1375 2.1924 -1.0716
H 6.8445 1.8932 1.1140
H 6.9518 0.1536 2.8609
H 5.1504 -1.5384 3.0282
H 3.2670 -1.4654 1.3880
H 3.0718 0.5559 -1.5644
H 2.0094 1.5498 0.9967
H 0.0431 2.5430 1.1453
H -1.7621 3.9938 1.0845
H -3.0864 5.9727 0.8630
H -5.2824 6.9481 0.3574
H -6.9255 5.6743 -0.9811
H -6.3400 3.4204 -1.8074
H -4.1730 2.4369 -1.2935
Cl -1.0783 -0.4758 2.7437
C -2.2404 -1.7044 3.0775
C -2.4159 -2.0613 4.3978
C -3.3407 -3.0351 4.7355
C -4.0756 -3.6455 3.7296
C -3.8836 -3.2786 2.4177
Cl -4.8190 -4.0741 1.2050
C -2.9626 -2.2854 2.0153
S -2.8158 -1.8232 0.3884
H -1.8332 -1.5708 5.1654
H -3.4881 -3.3139 5.7672
H -4.8055 -4.4061 3.9642
S 1.3900 -4.4694 -0.2081
C 1.6717 -3.8310 -1.7111
N 2.6190 -2.9018 -1.9314
C 2.7777 -2.4192 -3.2844
C 1.4054 -2.2480 -3.9325
C 0.7339 -3.6181 -3.9851
N 1.0023 -4.3603 -2.7675
H 2.6185 -2.1426 -1.2137
H 3.3754 -3.1478 -3.8478
H 3.3170 -1.4737 -3.2427
H 1.4895 -1.8347 -4.9376
H 0.8244 -1.5572 -3.3141
H 1.1207 -4.1901 -4.8417
H -0.3501 -3.5035 -4.1125
H 0.3290 -5.0675 -2.5087
*
```

Atomic partial charges in e from the natural (NBO) method, atoms 1 to 8:
1 K 0.90
2 O -0.69
3 C 0.38
4 C -0.31
5 C -0.20
6 C -0.25
7 C -0.17
8 C -0.18

# 3
Here is a 9-piece molecular cluster, C18H38Cl10N2O10 overall in a non-equilibrium geometry from OMol25. Energies are from wB97M-V/def2-TZVPD.

**Lowest unoccupied orbital energy**: -0.3 eV
**SMILES**: C[N+](=O)[O-].C[N+](=O)[O-].COC(=O)OC.COC(=O)OC.ClCCCl.ClCCCl.ClCCCl.ClCCCl.ClCCCl
**HOMO-LUMO gap**: 10.28 eV
**Energy relative to the best compared isomer or geometry (same formula, charge and spin)**: 1.168 eV

```
! RIJCOSX wB97M-V def2-TZVPD def2/J DEFGRID3
* xyz 0 1
C 0.6828 0.4288 -0.3607
N 0.3922 -0.8187 -1.2049
O -0.0013 -0.5550 -2.3261
O 0.4800 -1.9785 -0.7068
H 1.2436 0.0810 0.5069
H -0.3456 0.7357 -0.1701
H 1.2476 1.1330 -0.9717
C 2.7205 -4.3374 0.7176
N 2.3530 -5.1784 1.9273
O 2.8240 -4.8421 3.0106
O 1.7631 -6.2095 1.7245
H 3.0875 -3.3779 1.0821
H 1.8092 -4.1942 0.1370
H 3.5039 -4.9309 0.2463
C -4.6432 4.2428 -5.3005
O -3.9701 4.0189 -4.0972
C -3.9761 2.7898 -3.5579
O -4.4558 1.7875 -4.0508
O -3.1810 2.8074 -2.5534
C -2.9129 1.6607 -1.7537
H -5.2110 3.3498 -5.5617
H -3.8807 4.4866 -6.0403
H -5.4045 5.0029 -5.1254
H -3.0035 0.7767 -2.3850
H -3.5281 1.6227 -0.8547
H -1.9171 1.7198 -1.3144
C 0.9267 4.1385 -0.3623
O 0.5295 4.4337 1.0763
C 0.8874 3.5960 2.0187
O 1.4922 2.5189 1.8983
O 0.3666 4.0665 3.1827
C 0.6379 3.4614 4.3977
H 1.9170 3.6836 -0.3809
H 0.8620 5.1145 -0.8434
H 0.2383 3.4581 -0.8637
H 0.5189 2.3983 4.1888
H -0.0519 3.6889 5.2104
H 1.6635 3.6483 4.7161
Cl 3.7471 -1.5207 3.9057
C 2.3896 -0.3048 3.6161
C 1.1094 -1.0284 3.9464
Cl 0.5557 -2.1452 2.6758
H 2.5394 0.0182 2.5859
H 2.5898 0.4152 4.4097
H 0.2512 -0.3721 4.0908
H 1.1248 -1.5162 4.9210
Cl 3.2466 -5.3820 -2.8041
C 2.2456 -3.9199 -2.6624
C 1.9910 -3.3364 -4.0836
Cl 0.9551 -4.5056 -5.0536
H 2.8068 -3.1178 -2.1830
H 1.2288 -4.0997 -2.3133
H 2.8691 -3.0480 -4.6613
H 1.3410 -2.4623 -4.0442
Cl 4.2394 2.0216 -2.0970
C 4.2893 1.5798 -0.3208
C 4.8019 0.1494 -0.1082
Cl 3.6461 -1.0160 -0.7575
H 3.2813 1.8125 0.0225
H 4.8894 2.3144 0.2162
H 4.9486 -0.1961 0.9151
H 5.8017 -0.0342 -0.5015
Cl -5.0133 2.3123 4.7814
C -3.5006 2.0168 3.8699
C -3.7261 1.5180 2.4493
Cl -2.1240 1.5992 1.5366
H -2.9724 1.2143 4.3848
H -2.8231 2.8668 3.9515
H -4.4725 2.1090 1.9184
H -4.0503 0.4788 2.3940
Cl -3.0233 -1.6982 -0.4897
C -2.3928 -3.1421 -1.2993
C -3.4781 -4.1337 -1.5582
Cl -4.1527 -4.5266 0.0523
H -1.7211 -3.6116 -0.5808
H -1.8704 -2.8783 -2.2189
H -3.0171 -5.0680 -1.8784
H -4.2158 -3.7903 -2.2834
*
```

Atomic partial charges in e from the Löwdin method, atoms 1 to 8:
1 C 0.01
2 N -0.39
3 O 0.05
4 O -0.04
5 H 0.05
6 H 0.02
7 H 0.08
8 C 0.02

# 4
Here is C6H20N3OZn as an isolated structure in a non-equilibrium geometry from OMol25. Energies are from wB97M-V/def2-TZVPD.

**Lowest unoccupied orbital energy (alpha / beta)**: 2.4 / 2.4 eV
**HOMO-LUMO gap (alpha / beta)**: 2.02 / 2.02 eV

```
! RIJCOSX wB97M-V def2-TZVPD def2/J DEFGRID3
* xyz -1 1
C 0.9866 -2.7667 1.1884
Zn 1.1721 -1.3049 -0.1930
N 2.7535 -1.0146 -1.4792
H 3.3892 -3.4243 2.4146
H 2.4279 -1.1716 -2.4358
H 3.3369 -4.1219 2.7037
H 0.9604 -3.6346 0.5164
H -0.0585 -2.7434 1.5996
H 1.7574 -2.8315 1.9625
H 3.1359 -0.0598 -1.4595
H 3.5130 -1.6754 -1.2949
C 0.8395 1.0427 1.4807
N -0.4567 1.2333 0.8044
C -1.4398 2.0324 1.5310
C -0.6186 0.8209 -0.4733
O 0.3269 0.1587 -1.0758
N -1.7345 0.9438 -1.2116
C -2.8025 1.9209 -1.0489
C -1.6812 0.2234 -2.4624
H 0.6808 1.3137 2.5266
H 1.6233 1.6901 1.0580
H 1.1845 -0.0172 1.4971
H -1.7032 2.9743 1.0313
H -2.3731 1.4987 1.7622
H -0.9240 2.2664 2.4591
H -2.4544 2.9642 -1.2061
H -3.5437 1.7083 -1.8330
H -3.2873 1.8439 -0.0601
H -0.8495 0.6008 -3.0631
H -1.5316 -0.8425 -2.2688
H -2.6295 0.3719 -2.9698
*
```

Atomic partial charges in e from the natural (NBO) method, atoms 1 to 8:
1 C -1.40
2 Zn 0.90
3 N -1.59
4 H 0.00
5 H 0.37
6 H -0.01
7 H 0.21
8 H 0.19

# 5
Here is C22H21I2MnN2O as an isolated structure in a non-equilibrium geometry from OMol25. Energies are from wB97M-V/def2-TZVPD.

**Lowest unoccupied orbital energy (alpha / beta)**: 3.7 / 3.7 eV
**Expectation value of S²**: 6.451
**HOMO-LUMO gap (alpha / beta)**: 2.92 / 3.24 eV

```
! RIJCOSX wB97M-V def2-TZVPD def2/J DEFGRID3
* xyz -2 5
C 0.7573 1.1391 -7.2608
I 0.8124 0.4278 -5.2778
H -0.2327 1.5481 -7.4346
H 0.9632 0.3109 -7.9326
H 1.5151 1.9098 -7.3573
C -1.5543 -4.4494 -2.5950
C -0.9741 -2.3084 -2.3117
N -0.7835 -3.5827 -1.8505
H -2.7908 -4.0323 -4.3870
I -3.8294 -0.4271 -0.9999
N -1.7488 -2.4185 -3.4225
H -1.6072 -5.5110 -2.4141
Mn -1.3765 -0.8249 -0.9726
C 0.0410 -1.0825 -2.1254
O 1.1389 -0.8759 -2.5459
C -2.1521 -3.7193 -3.5798
C -2.2414 -1.3022 -4.1975
H -3.2141 -0.9698 -3.8092
H -2.3210 -1.6191 -5.2403
H -1.5324 -0.4694 -4.1426
C -0.0750 -3.9377 -0.6314
H 0.4585 -4.8812 -0.7781
H -0.7744 -4.0671 0.2052
H 0.6326 -3.1509 -0.3657
C -0.1971 -0.1071 0.2367
C 0.2907 0.4997 1.2213
C 0.6209 1.2560 2.3037
C 1.9597 1.1291 2.8625
C 2.1959 1.2193 4.2533
C 3.4696 1.0239 4.7879
C 4.5517 0.7641 3.9334
C 4.3363 0.6571 2.5531
C 3.0529 0.8011 2.0348
C -0.4179 2.1044 2.8748
C -0.1417 3.1072 3.8378
C -1.1671 3.8230 4.4545
C -2.5001 3.5964 4.0917
C -2.7956 2.6582 3.0958
C -1.7696 1.9511 2.4754
H 1.3566 1.3641 4.9342
H 3.6063 1.0638 5.8719
H 5.5531 0.6288 4.3445
H 5.1728 0.4382 1.8868
H 2.8555 0.6287 0.9831
H 0.8914 3.3148 4.1118
H -0.9207 4.5615 5.2185
H -3.3061 4.1094 4.6059
H -3.8182 2.4688 2.7678
H -1.9906 1.2321 1.6857
*
```

Atomic partial charges in e from the natural (NBO) method, atoms 1 to 8:
1 C -0.81
2 I 0.17
3 H 0.21
4 H 0.21
5 H 0.21
6 C -0.10
7 C -0.02
8 N -0.37

# 6
Here is C8H15NO as an isolated structure in a non-equilibrium geometry from OMol25. Energies are from wB97M-V/def2-TZVPD.

**Lowest unoccupied orbital energy**: 0.7 eV
**HOMO-LUMO gap**: 10.15 eV
**Energy relative to the best compared isomer or geometry (same formula, charge and spin)**: 4.072 eV

```
! RIJCOSX wB97M-V def2-TZVPD def2/J DEFGRID3
* xyz 0 1
N 2.5852 1.1330 -0.6191
C 1.8094 0.2243 -0.4463
C 0.5156 -0.4302 -0.7296
C -0.7025 0.4938 -0.6708
C -2.0215 -0.2518 -0.8574
C -3.2258 0.6881 -0.8172
C -4.5499 -0.0076 -1.0346
C -5.2843 -0.6215 0.1254
C -5.8230 0.6190 -0.5392
H 0.5978 -0.8872 -1.7288
H 0.4018 -1.2560 -0.0088
H -0.7098 1.0164 0.2978
H -0.6046 1.2664 -1.4484
H -2.0092 -0.7911 -1.8194
H -2.1311 -1.0165 -0.0707
H -3.2494 1.2040 0.1572
H -3.0990 1.4739 -1.5806
H -4.6288 -0.5471 -1.9832
H -5.8147 -1.5616 -0.0319
H -4.8385 -0.5128 1.1165
H -5.7420 1.5628 0.0044
H -6.7200 0.5260 -1.1531
O 2.6765 0.0732 1.5264
H 3.1418 1.0199 0.8643
H 1.8290 0.1474 1.9767
*
```

Atomic partial charges in e from the natural (NBO) method, atoms 1 to 8:
1 N -0.48
2 C 0.45
3 C -0.52
4 C -0.38
5 C -0.39
6 C -0.39
7 C -0.23
8 C -0.42